Entry 1:
# C6H12N2

C6H12N2 as an isolated structure (ωB97M-V/def2-TZVPD, the Open Molecules 2025 dataset).

```
20
Properties=species:S:1:pos:R:3
C -1.8375 -0.2741 1.0995
C -0.7052 -1.0034 -0.7257
C 0.8260 -0.6504 -0.6651
C 1.6833 -0.8654 0.4930
C 0.7896 0.7882 -0.5295
C -0.6981 1.3653 -0.3734
H -2.9684 -0.9398 1.0708
H -2.2018 0.7520 1.7645
H -0.8478 -0.8310 1.7300
H -1.1018 -1.2878 -1.8075
H -0.7975 -1.8928 -0.0728
H 1.3600 -1.0959 -1.4874
H 1.1155 -1.6906 1.2359
H 2.6332 -1.1452 0.0967
H 1.8558 1.4398 1.7450
H 1.2788 1.4352 -1.2728
H -0.9463 2.1843 0.5313
H -0.6964 1.7785 -1.3451
N -1.7033 0.0946 -0.3797
N 1.8416 0.6385 0.6681
```

Output
E_HOMO ... -8.58 eV
Energy above the lowest of the compared OMol25 structures with the same formula, charge and spin ... 7.690 eV
Charge ... 0

Entry 2:
# C24H27F3NO

A 2-piece molecular cluster, C24H27F3NO overall (ωB97M-V/def2-TZVPD, the Open Molecules 2025 dataset).

```
56
Properties=species:S:1:pos:R:3
C -4.1921 -0.7895 2.1855
C -3.5700 -2.1096 2.6230
C -2.0404 -2.1201 2.4743
C -1.3458 -0.7965 2.7933
N 0.0405 -0.7742 2.7998
C 0.7717 -2.0094 2.5149
C 2.2430 -1.8659 2.8852
O 2.8256 -0.7095 2.2693
C 2.1667 0.4746 2.7259
C 0.6884 0.4607 2.3507
C -2.0898 0.3288 3.0724
C -3.5788 0.3719 2.9872
H -4.0046 -0.6319 1.1182
H -5.2781 -0.8182 2.3221
H -3.8259 -2.2867 3.6745
H -4.0025 -2.9365 2.0475
H -1.6506 -2.9517 3.0827
H -1.8170 -2.3885 1.4243
H 0.3617 -2.8425 3.0951
H 0.7135 -2.2469 1.4348
H 2.3354 -1.8183 3.9900
H 2.8215 -2.7068 2.4750
H 2.2522 0.5986 3.8248
H 2.6820 1.2999 2.2099
H 0.6327 0.5388 1.2442
H 0.2183 1.3461 2.7904
H -1.6184 1.2519 3.4168
H -3.8871 1.3256 2.5406
H -4.0287 0.3573 3.9934
F -6.0742 6.7559 4.1841
C -5.1561 7.2909 3.3193
F -5.6893 7.1990 2.0640
F -5.0623 8.6306 3.6152
C -3.8252 6.6127 3.4345
C -3.1151 6.2983 2.2759
C -1.9019 5.6511 2.3897
C -1.3477 5.2971 3.6606
C -0.0968 4.6320 3.6405
C 0.6301 4.0427 4.7045
C 2.0051 3.7405 4.4546
C 2.8021 3.1419 5.4137
C 2.2608 2.8177 6.6708
C 0.9101 3.0868 6.9382
C 0.0960 3.6761 5.9761
C -2.0761 5.7045 4.8231
C -3.3063 6.3351 4.6995
H -3.5096 6.5518 1.2972
H -1.3351 5.3996 1.4882
H 0.4039 4.6400 2.6690
H 2.4075 3.9971 3.4710
H 3.8464 2.9189 5.1849
H 2.8916 2.3520 7.4249
H 0.4910 2.8263 7.9131
H -0.9622 3.8257 6.1845
H -1.6655 5.5470 5.8213
H -3.8682 6.6183 5.5878
```

Output
E_HOMO ... -9.56 eV
Charge ... +1

Entry 3:
# C9H7ClNO8S2

A 2-piece molecular cluster, C9H7ClNO8S2 overall (ωB97M-V/def2-TZVPD, the Open Molecules 2025 dataset).

```
28
Properties=species:S:1:pos:R:3
N 0.8296 -2.7051 0.0010
C -0.5667 -2.3460 -0.4575
C -1.0837 -0.9425 -0.6551
Cl 0.0099 0.5309 -0.3826
C -2.6759 -0.7265 -1.1188
O -3.0158 0.2706 -1.9550
C -3.7454 -1.8265 -0.5018
S -5.5222 -1.4793 -0.0211
C -3.2270 -3.2325 -0.3170
C -4.1760 -4.4373 0.3377
O -5.3079 -4.8415 -0.2635
O -3.6901 -4.9757 1.6479
C -1.6803 -3.5483 -0.7881
O -1.2717 -4.6444 -1.4322
H 0.8993 -2.7518 1.0518
H 1.5636 -2.0793 -0.3965
H -5.6200 -0.5486 1.0312
C 4.5235 4.0892 0.2004
C 3.1260 4.6430 -0.0640
O 2.2699 3.5031 -0.0811
S 2.8582 2.3831 0.9485
O 2.1486 2.5061 2.2025
O 2.9889 1.1326 0.2374
O 4.3426 3.0299 1.1386
H 4.9588 3.6665 -0.7109
H 5.1980 4.8475 0.6069
H 3.0650 5.1854 -1.0105
H 2.8007 5.2974 0.7517
```

Output
E_HOMO ... -4.87 eV
Charge ... -1

Entry 4:
# C8H8OS

One molecule with the formula C8H8OS (ωB97M-V/def2-TZVPD, the Open Molecules 2025 dataset).

```
18
Properties=species:S:1:pos:R:3
C 0.3717 -0.0877 1.5828
C 1.1810 -0.7864 0.9969
C 2.0586 -1.5449 0.1103
S 2.2294 -0.7311 -1.5321
C 0.6075 -0.6625 -2.3287
C -0.3094 0.2499 -1.6393
C -1.0480 0.9265 -0.9237
C -1.8287 1.6061 0.0900
O -0.9864 1.8442 1.2550
C -0.7369 0.6911 2.1403
H 3.0215 -1.6691 0.5892
H 1.6021 -2.5191 -0.0437
H 0.1557 -1.6181 -2.3313
H 0.6666 -0.3685 -3.3812
H -2.1820 2.5072 -0.3261
H -2.6854 1.0194 0.3682
H -0.4661 1.0932 3.1042
H -1.6512 0.0500 2.2692
```

Output
E_HOMO ... -8.94 eV
Energy above the lowest of the compared OMol25 structures with the same formula, charge and spin ... 2.953 eV
Charge ... 0
Structure (SMILES) ... C1#CCSCC#CCOC1

Entry 5:
# C8H20BCsO4S2

C8H20BCsO4S2 as an isolated structure (ωB97M-V/def2-TZVPD, the Open Molecules 2025 dataset).

```
36
Properties=species:S:1:pos:R:3
Cs 0.4159 -0.9070 1.9182
B -0.6471 0.8446 -0.9490
H -0.8399 -0.1673 -1.2702
H -0.2561 1.4350 -1.7630
H -1.5704 1.3053 -0.6337
H 0.0794 0.8803 -0.1519
C 5.1097 1.3351 -1.8460
C 3.6316 1.7320 -2.1501
C 2.7843 0.4530 -2.0349
S 3.5986 -0.6340 -0.7531
O 3.7948 -1.9867 -1.2695
O 3.0101 -0.3874 0.5484
C 5.2283 0.2692 -0.7559
H 5.5933 2.3036 -1.7185
H 5.6490 0.8876 -2.6808
H 3.6835 2.0743 -3.1836
H 3.1896 2.4817 -1.4938
H 3.0704 -0.1306 -2.9100
H 1.7113 0.3409 -1.8791
H 6.0366 -0.4609 -0.7970
H 5.3873 0.7215 0.2230
C -3.9396 0.4395 2.0733
C -4.8102 -0.2362 0.9692
C -3.9312 -1.4262 0.4496
S -3.3577 -2.2173 1.9845
O -1.9417 -2.6008 1.8093
O -4.3249 -3.2006 2.3610
C -3.5928 -0.7264 3.0243
H -4.4622 1.2472 2.5857
H -3.0857 0.9402 1.6170
H -4.9363 0.5667 0.2429
H -5.8123 -0.4437 1.3445
H -3.0705 -1.0373 -0.0945
H -4.3788 -2.1890 -0.1876
H -2.6906 -0.4968 3.5912
H -4.3256 -1.0096 3.7799
```

Output
E_HOMO ... -8.72 eV
Energy above the lowest of the compared OMol25 structures with the same formula, charge and spin ... 0.000 eV
Charge ... 0

Calculated max |F|, 6.027; 2.291; 8.414; 4.028; 4.471 eV/Å (same order as the records).
Calculated frontier orbital gap, 9.52; 3.19; 6.23; 9.78; 8.44 eV (same order as the records).
Calculated LUMO level, 0.94; -6.37; 1.36; 0.84; -0.28 eV (same order as the records).